# 1
The following is a DFT calculation (ωB97M-V with the def2-TZVPD basis set) of a single C22H37O6PSi molecule at a distorted geometry.

Each line ends with the Löwdin charge.
Geometry (Å):
C -4.3874 6.0632 -4.6728  -0.06
C -4.7961 5.8168 -3.1239  -0.32
O -5.1385 4.4099 -2.9200  -0.08
C -3.5152 6.1292 -2.1489  -0.12
O -3.1072 4.8768 -1.5326  -0.10
C -1.6906 4.9438 -1.2494  -0.26
O -0.8506 4.9127 -2.4495  0.04
C -1.1342 3.5789 -2.9421  -0.36
O -1.2220 3.1828 -4.1267  0.12
O -1.3558 2.7293 -1.8113  0.01
C -1.1356 3.5530 -0.6148  -0.42
C -1.9685 2.9065 0.6105  -0.13
C -1.3197 1.4501 0.9323  -0.21
C -2.4421 0.5175 1.6428  -0.21
C -1.8302 -0.4132 2.8234  -0.21
C -0.6298 -1.3792 2.2866  -0.20
C -0.9516 -2.9468 2.4312  -0.21
C 0.2818 -3.8558 2.9153  -0.25
C 1.7111 -3.4583 2.2890  -0.27
Si 2.0695 -4.2530 0.5646  0.56
C 1.3903 -6.0452 0.3921  -0.21
C 1.5418 -3.0945 -0.8859  -0.20
C 4.0072 -4.4242 0.4830  -0.22
C 4.7512 -5.2972 1.5625  -0.09
C 6.2865 -5.4799 1.6376  -0.09
C 7.1881 -4.7745 0.5786  -0.08
C 6.4701 -3.9176 -0.5108  -0.08
C 4.9039 -3.7367 -0.5824  -0.07
P 0.6686 3.8038 -0.0922  0.83
O 1.0398 5.3102 0.0683  -0.48
H -3.2457 6.1780 -4.8135  0.09
H -4.9039 7.0230 -5.0598  0.09
H -4.7533 5.1564 -5.2651  0.09
H -5.6698 6.5032 -2.8293  0.15
H -4.5233 3.8814 -3.4804  0.10
H -3.8640 6.8277 -1.3045  0.14
H -2.7087 6.6281 -2.7879  0.13
H -1.4951 5.7701 -0.4852  0.18
H -1.7962 3.5857 1.5303  0.14
H -3.0892 2.8547 0.4035  0.13
H -0.4352 1.6535 1.6517  0.09
H -0.9527 0.9290 -0.0279  0.12
H -3.1681 1.2607 2.1593  0.11
H -3.0337 -0.1166 0.8983  0.12
H -2.6722 -1.0323 3.3172  0.10
H -1.4153 0.3053 3.6339  0.11
H 0.3142 -1.0435 2.8359  0.11
H -0.5679 -1.1654 1.1483  0.10
H -1.4438 -3.3946 1.4822  0.12
H -1.7679 -3.0421 3.2509  0.10
H 0.0631 -4.9386 2.5690  0.09
H 0.3896 -3.9267 4.0645  0.11
H 2.5113 -3.9095 2.9994  0.08
H 1.9292 -2.3377 2.2484  0.07
H 2.0218 -6.7783 1.0073  0.04
H 1.5273 -6.3425 -0.7122  0.05
H 0.2719 -6.0839 0.6245  0.03
H 1.5237 -2.0159 -0.5089  0.04
H 0.4903 -3.4355 -1.2111  0.04
H 2.2785 -3.1919 -1.7596  0.03
H 4.1180 -5.8368 2.3625  0.09
H 6.7272 -6.1161 2.4929  0.09
H 8.3275 -4.8841 0.6448  0.09
H 7.1550 -3.3923 -1.2778  0.08
H 4.4540 -3.1018 -1.4120  0.07
H 1.5534 3.2489 -1.0954  0.04
H 1.0153 3.1721 1.1512  0.03

Values from the calculation:
Total energy   -1942.4926 a.u.
Charge   0
Frontier orbital gap   9.122 eV
SMILES   C[C@@H](O)CO[C@@H]1OC(=O)O[C@@]1(CCCCCCCC[Si](C)(C)c1ccccc1)[PH2]=O
HOMO energy   -8.678 eV



# 2
The following is a DFT calculation (ωB97M-V with the def2-TZVPD basis set) of 5 unconnected molecules or ions with the total composition C31H47N7O at a distorted geometry.

Each line ends with the Löwdin charge.
Geometry (Å):
C 5.5781 -0.0058 2.8338  -0.13
C 6.1248 0.9632 1.7622  -0.24
C 5.3099 0.8262 0.4489  -0.16
C 4.1955 1.8925 0.2782  -0.18
O 2.9399 1.1999 0.2428  -0.12
C 1.8630 1.9489 0.7445  -0.31
C 0.6464 1.8277 -0.1125  -0.11
N -0.2885 1.7901 -0.7998  0.20
C 1.5250 1.6981 2.2262  -0.30
C 2.6583 2.0152 3.1368  -0.15
N 3.4969 2.2350 3.8988  0.22
C 0.3391 2.6923 2.5826  -0.15
C 0.4415 3.3428 3.9782  -0.10
C 1.0691 0.2692 2.5221  -0.15
C 0.3858 -0.0985 3.6689  -0.02
C -0.0552 -1.3757 3.9312  -0.13
N 0.1759 -2.3702 3.0845  0.07
C 0.8223 -2.0307 1.9952  -0.15
C 1.2949 -0.7864 1.6312  0.01
H 5.7624 0.3256 3.8615  0.06
H 6.0690 -0.9860 2.7475  0.07
H 4.5053 -0.2027 2.7211  0.05
H 6.2331 1.9957 2.1090  0.10
H 7.1424 0.6190 1.5251  0.10
H 5.9531 0.7734 -0.4368  0.11
H 4.8128 -0.1524 0.4966  0.11
H 4.2386 2.6701 1.0492  0.12
H 4.3671 2.3987 -0.6838  0.11
H 2.1484 3.0099 0.6626  0.12
H 0.2459 3.5006 1.8496  0.12
H -0.5799 2.0971 2.5765  0.12
H 1.2177 4.1105 4.0488  0.08
H -0.5460 3.7630 4.2091  0.08
H 0.6486 2.6314 4.7853  0.06
H 0.1840 0.6659 4.4170  0.11
H -0.6059 -1.5779 4.8453  0.11
H 0.9969 -2.8345 1.2759  0.10
H 1.8007 -0.6273 0.6864  0.11
C 0.4418 6.2954 -3.6430  -0.11
C 1.5004 5.3984 -4.2751  -0.26
C 1.7246 4.0995 -3.4932  -0.18
C 2.1810 4.3938 -2.1266  -0.21
N 2.5326 4.6240 -1.0567  0.18
H 0.7370 6.6212 -2.6443  0.07
H 0.2940 7.1914 -4.2461  0.07
H -0.5161 5.7772 -3.5657  0.08
H 2.4397 5.9508 -4.3473  0.11
H 1.1965 5.1488 -5.2933  0.11
H 2.4778 3.4854 -3.9880  0.12
H 0.8008 3.5210 -3.4364  0.12
C -2.8363 -0.4648 -1.0642  -0.12
C -4.0808 -0.0234 -0.3012  -0.25
C -5.1430 -1.1224 -0.1993  -0.19
C -5.5905 -1.5294 -1.5416  -0.24
N -5.9329 -1.8473 -2.5918  0.14
H -3.0705 -0.7175 -2.1008  0.06
H -2.1007 0.3380 -1.0847  0.02
H -2.3743 -1.3371 -0.5930  0.08
H -4.5061 0.8541 -0.7927  0.11
H -3.7923 0.2822 0.7067  0.11
H -6.0053 -0.7656 0.3645  0.12
H -4.7413 -1.9943 0.3166  0.08
C -5.2330 -5.8446 0.7529  -0.10
C -4.0832 -4.8512 0.8770  -0.26
C -3.9448 -4.2718 2.2899  -0.18
C -5.1713 -3.5504 2.6683  -0.24
N -6.1282 -2.9861 2.9637  0.15
H -6.1955 -5.3708 0.9526  0.07
H -5.2753 -6.2524 -0.2572  0.07
H -5.1089 -6.6764 1.4494  0.08
H -4.2338 -4.0426 0.1599  0.09
H -3.1499 -5.3486 0.6073  0.11
H -3.1024 -3.5794 2.3320  0.11
H -3.7635 -5.0687 3.0122  0.12
C -1.1048 -3.7568 -4.6920  -0.11
C -0.8021 -2.3308 -4.2461  -0.26
C 0.6188 -2.1606 -3.6974  -0.18
C 0.8239 -3.0176 -2.5174  -0.23
N 0.9839 -3.6830 -1.5938  0.15
H -1.0449 -4.4584 -3.8584  0.07
H -2.1143 -3.8209 -5.0982  0.07
H -0.4065 -4.0829 -5.4660  0.08
H -1.5251 -2.0348 -3.4835  0.09
H -0.9378 -1.6576 -5.0949  0.11
H 0.7882 -1.1231 -3.4063  0.11
H 1.3568 -2.4238 -4.4568  0.12

Values from the calculation:
Total energy   -1667.8863 a.u.
Charge   0
Frontier orbital gap   10.246 eV
SMILES   CCCCO[C@@H](C#N)[C@@](C#N)(CC)c1ccncc1.CCCC#N.CCCC#N.CCCC#N.CCCC#N
HOMO energy   -9.970 eV



# 3
The following is a DFT calculation (ωB97M-V with the def2-TZVPD basis set) of 2 unconnected molecules or ions with the total composition C10H11Cl at a distorted geometry.

Each line ends with the Löwdin charge.
Geometry (Å):
C -1.4196 2.1617 -0.7725  -0.09
C -1.2020 2.3841 0.5716  -0.08
C -1.2400 0.8910 -1.3351  -0.11
C -0.7006 1.3713 1.3624  -0.03
C -0.7932 -0.0883 -0.5288  -0.12
C -0.4766 0.1190 0.8050  -0.25
C 2.2467 1.5975 -1.8866  -0.07
C 2.0824 0.3032 -1.4736  -0.69
C 0.5897 -0.8625 2.9384  0.01
C 0.2005 -0.9685 1.6339  -0.16
Cl 2.6801 -0.2813 -0.0124  0.69
H -1.7602 2.9289 -1.4941  0.11
H -1.5150 3.3322 0.9170  0.09
H -1.7055 0.6258 -2.2668  0.11
H -0.6143 1.5248 2.3882  0.09
H -0.6330 -1.1558 -0.9454  0.15
H 2.6999 2.4757 -1.3796  0.06
H 1.9158 1.9556 -2.8678  0.05
H 1.5808 -0.4545 -2.1281  0.08
H 0.9455 -1.6249 3.5804  0.04
H 0.3232 -0.0514 3.5804  0.04
H 0.1437 -1.9513 1.2077  0.09

Values from the calculation:
Relative energy (zero: lowest compared OMol25 entry of this formula, charge and spin)   28.6 kcal/mol
Total energy   -847.7489 a.u.
Charge   0
Frontier orbital gap   9.216 eV
SMILES   C=Cc1ccccc1.C=CCl
HOMO energy   -8.559 eV



# 4
The following is a DFT calculation (ωB97M-V with the def2-TZVPD basis set) of 6 unconnected molecules or ions with the total composition C27H55F2IN5O18S5 at a distorted geometry.

Each line ends with the Löwdin charge.
Geometry (Å):
C 2.8109 6.3766 -2.0872  0.01
C 3.0850 5.3503 -2.9335  -0.16
C 2.3536 4.0090 -2.6952  -0.15
C 1.0848 3.9113 -3.5880  -0.30
N 0.2225 5.1009 -3.7873  0.18
C -1.0664 4.5607 -3.9350  -0.19
N -2.1502 5.2717 -3.8883  0.07
O -1.9756 6.6376 -3.7262  0.09
C -1.8369 7.1676 -4.9602  -0.25
N -1.8052 7.4402 -6.0442  0.24
C -3.5475 4.7782 -4.0291  -0.25
F -3.7355 3.5454 -3.4777  0.06
C -4.5388 5.7535 -3.3166  -0.13
C -4.3668 5.6986 -1.7610  -0.07
N -1.0355 3.1452 -4.1332  0.07
C 0.1398 2.7107 -3.3265  -0.71
I 0.8273 0.8269 -4.1040  1.13
C -0.4374 2.4901 -1.9082  -0.45
O -0.0231 2.9712 -0.9146  0.18
N -1.5705 1.5660 -1.8396  0.16
C -1.7936 1.1415 -0.4987  -0.54
O -1.1494 0.3463 0.0223  0.22
F -2.8580 1.7049 0.1114  0.13
H 2.8948 6.2496 -0.9949  0.08
H 2.5131 7.3511 -2.5096  0.07
H 3.8089 5.3891 -3.7637  0.11
H 3.0152 3.1732 -3.0207  0.11
H 2.1388 3.8652 -1.6203  0.12
H 1.5016 3.7214 -4.6030  0.14
H 0.4428 5.6599 -4.6139  0.17
H -3.8160 4.7556 -5.1037  0.18
H -4.4889 6.7802 -3.7156  0.12
H -5.5496 5.3429 -3.5171  0.13
H -5.2695 6.1171 -1.2772  0.08
H -4.2983 4.6545 -1.3922  0.08
H -3.4828 6.2606 -1.4061  0.07
H -0.8372 3.0541 -5.1367  0.15
H -2.3815 2.1275 -2.1255  0.12
O -1.3750 -3.0812 -4.9730  -0.28
S -0.1312 -3.5368 -4.4250  0.56
O 1.1148 -3.2818 -5.0883  -0.29
O -0.2435 -5.0928 -4.1023  -0.25
C -0.5989 -5.9897 -5.1702  -0.25
C 0.5392 -6.1932 -6.1520  -0.07
C 0.0084 -2.9674 -2.7599  -0.12
H -1.4998 -5.6354 -5.6759  0.12
H -0.8457 -6.9429 -4.7037  0.13
H 0.7768 -5.2696 -6.6802  0.07
H 0.2742 -6.9447 -6.8966  0.08
H 1.4439 -6.5094 -5.6310  0.09
H -0.9193 -3.1775 -2.2326  0.07
H 0.1860 -1.8927 -2.7960  0.01
H 0.8513 -3.4665 -2.2843  0.07
O -4.5821 7.7415 0.8532  -0.30
S -4.7365 8.3412 2.1494  0.58
O -6.0215 8.4538 2.7641  -0.26
O -4.0299 9.7752 2.1435  -0.26
C -4.4501 10.7394 1.1627  -0.26
C -5.8146 11.3223 1.4777  -0.07
C -3.6454 7.5524 3.2884  -0.12
H -4.4303 10.2951 0.1646  0.11
H -3.7074 11.5369 1.1750  0.12
H -6.5934 10.5619 1.4195  0.07
H -6.0671 12.1135 0.7706  0.08
H -5.8344 11.7280 2.4899  0.09
H -2.6549 7.4846 2.8448  0.07
H -4.0419 6.5568 3.4809  0.08
H -3.6243 8.1282 4.2108  0.08
O 1.4747 -4.8906 0.1596  -0.28
S 2.7455 -4.2862 0.4316  0.56
O 3.8491 -4.4289 -0.4681  -0.27
O 3.2114 -4.6878 1.9019  -0.26
C 3.3235 -6.0910 2.2237  -0.24
C 4.5361 -6.7244 1.5700  -0.07
C 2.5064 -2.5624 0.7332  -0.12
H 2.4072 -6.6195 1.9517  0.12
H 3.4279 -6.1620 3.3062  0.10
H 4.4445 -6.7262 0.4834  0.07
H 4.6556 -7.7583 1.8952  0.09
H 5.4407 -6.1661 1.8169  0.08
H 1.6880 -2.4339 1.4382  0.07
H 2.2598 -2.0965 -0.2198  0.06
H 3.4305 -2.1420 1.1233  0.07
O -1.7239 -6.4272 3.5977  -0.27
S -2.8920 -5.9803 2.9021  0.58
O -3.2102 -6.4656 1.5940  -0.27
O -2.8988 -4.3774 2.8792  -0.26
C -1.7632 -3.7053 2.3149  -0.25
C -1.7249 -3.8126 0.8028  -0.08
C -4.3051 -6.2009 3.9344  -0.12
H -0.8402 -4.0843 2.7607  0.12
H -1.8508 -2.6559 2.5987  0.12
H -1.5800 -4.8443 0.4831  0.07
H -0.9041 -3.2198 0.3952  0.06
H -2.6658 -3.4682 0.3684  0.09
H -4.0873 -5.8081 4.9246  0.07
H -4.5035 -7.2699 3.9876  0.08
H -5.1527 -5.6879 3.4856  0.07
O 4.7396 -6.0464 5.2804  -0.28
S 6.0147 -5.4468 5.5528  0.58
O 7.1207 -5.5987 4.6577  -0.27
O 6.4755 -5.8543 7.0274  -0.26
C 6.5784 -7.2534 7.3465  -0.25
C 7.7872 -7.9026 6.6996  -0.07
C 5.7845 -3.7235 5.8489  -0.12
H 5.6567 -7.7712 7.0723  0.12
H 6.6732 -7.3172 8.4302  0.12
H 7.7002 -7.9073 5.6131  0.07
H 7.8908 -8.9367 7.0306  0.08
H 8.6970 -7.3546 6.9486  0.09
H 4.9647 -3.5892 6.5506  0.08
H 5.5438 -3.2602 4.8935  0.07
H 6.7097 -3.3073 6.2411  0.08

Values from the calculation:
Total energy   -5177.7309 a.u.
Charge   +1
Frontier orbital gap   7.017 eV
HOMO energy   -11.591 eV



# 5
The following is a DFT calculation (ωB97M-V with the def2-TZVPD basis set) of a single C20H21N3O5S molecule at a distorted geometry.

Each line ends with the Löwdin charge.
Geometry (Å):
O -3.9198 3.9858 -3.0591  0.06
O 2.2904 2.3950 -1.1507  -0.30
O 1.1271 2.7118 -3.2605  -0.29
N 1.5178 -3.8037 1.9298  0.15
N -0.0287 -2.3817 1.1528  0.21
O 1.8225 -3.4724 0.5812  0.03
O 0.3228 -3.9511 4.6064  0.09
C -3.7034 4.3516 -1.8931  -0.38
C 0.4115 -3.1841 2.2133  -0.25
C 0.8956 -2.5217 0.2207  -0.29
C -1.4971 -2.9447 3.7969  -0.01
C -1.7727 -3.3776 5.1474  -0.01
C -0.2505 -3.3639 3.5206  -0.23
C -0.6164 -3.9633 5.5988  -0.30
C -1.4469 3.5634 1.0351  -0.04
C -2.4986 4.1064 0.2920  -0.01
C -0.4061 2.9007 0.3350  -0.05
C -1.4690 3.2741 -1.7960  0.03
C -2.5415 3.9136 -1.1107  -0.14
C -0.3874 2.7806 -1.0392  -0.26
N 0.7095 0.4457 -2.0339  -0.22
C -4.8478 5.0995 -1.1975  -0.03
C -0.3557 -4.4857 6.9911  -0.01
C -0.4110 0.1069 -2.9092  -0.22
C 0.8623 -0.2796 -0.7642  -0.15
C -0.3802 -1.3886 -3.1962  -0.17
C -0.3043 -2.2120 -1.8770  -0.13
C 0.9338 -1.7816 -1.0622  -0.22
S 1.0576 2.1521 -1.9201  0.73
H -2.1152 -2.4069 3.0829  0.12
H -2.6456 -3.2014 5.7257  0.10
H -1.4858 3.6512 2.1091  0.11
H -3.2933 4.6251 0.8337  0.11
H 0.4756 2.5144 0.8766  0.12
H -1.5206 3.2006 -2.8961  0.13
H -5.5948 5.3838 -1.9581  0.09
H -5.3479 4.5292 -0.4068  0.09
H -4.4391 6.0129 -0.7336  0.09
H 0.3570 -3.7791 7.5356  0.11
H -1.2798 -4.5310 7.5983  0.09
H 0.0759 -5.4707 6.8835  0.07
H -1.3963 0.3771 -2.4272  0.14
H -0.2995 0.6480 -3.8577  0.12
H 1.8243 0.0301 -0.2947  0.14
H 0.0186 -0.0071 -0.1437  0.12
H -1.2550 -1.6668 -3.8341  0.13
H 0.4969 -1.5947 -3.7984  0.11
H -0.2764 -3.2820 -2.0739  0.12
H -1.2207 -1.9858 -1.2809  0.13
H 1.8662 -2.0165 -1.6252  0.17

Values from the calculation:
Relative energy (zero: lowest compared OMol25 entry of this formula, charge and spin)   105.1 kcal/mol
Total energy   -1713.3030 a.u.
Charge   0
Frontier orbital gap   8.217 eV
SMILES   CC(=O)c1cccc(S(=O)(=O)N2CCC[C@H](c3nc(-c4ccc(C)o4)no3)C2)c1
HOMO energy   -8.671 eV



# 6
The following is a DFT calculation (ωB97M-V with the def2-TZVPD basis set) of a molecular structure, C6F5MoSbSe7Te.

Each line ends with the Löwdin charge.
Geometry (Å):
Mo -0.4583 0.1171 0.1826  0.21
Se -5.0186 -0.2394 1.8677  -0.02
Sb -3.6984 -0.1153 -0.1042  -0.03
Se -1.5814 -1.8673 0.3840  0.29
Se -1.8571 1.9027 0.3984  0.30
Se -4.0448 -0.0340 -2.4636  0.01
Se 0.1632 0.4104 2.6319  -0.06
Se 1.9723 -0.9141 3.1096  -0.15
Te 3.5962 0.2467 1.5794  0.35
Se 2.0056 0.1703 -0.3737  0.05
F -0.5619 2.3973 -2.1883  -0.01
C -0.3443 1.2155 -2.8055  -0.28
C -0.2853 0.0735 -2.0053  -0.35
C -0.0273 -1.1061 -2.7066  -0.29
F 0.0901 -2.2459 -1.9904  -0.02
C 0.1508 -1.1714 -4.0813  -0.14
F 0.4186 -2.3330 -4.6746  0.13
C 0.0830 0.0023 -4.8275  -0.12
F 0.2764 -0.0284 -6.1419  0.14
C -0.1635 1.2113 -4.1833  -0.14
F -0.1883 2.3478 -4.8768  0.13

Values from the calculation:
Total energy   -18114.4643 a.u.
Charge   0
Frontier orbital gap   5.193 eV
HOMO energy   -8.209 eV



# 7
The following is a DFT calculation (ωB97M-V with the def2-TZVPD basis set) of 2 unconnected molecules or ions with the total composition C3HO4 at a distorted geometry.

Each line ends with the Löwdin charge.
Geometry (Å):
C 1.7757 0.1534 0.0237  -0.49
C 0.5978 0.3910 0.6715  -0.15
C -2.1167 -0.2879 -0.3595  -0.57
O -2.7491 -0.8201 0.4340  0.16
O 2.4719 0.9280 -0.6120  -0.15
O -0.6025 0.3350 0.7858  -0.02
O -1.7305 0.0146 -1.4193  0.14
H 2.3535 -0.7139 0.4758  0.09

Values from the calculation:
Relative energy (zero: lowest compared OMol25 entry of this formula, charge and spin)   40.8 kcal/mol
Total energy   -415.8679 a.u.
Charge   -1
Frontier orbital gap   5.949 eV
HOMO energy   -2.183 eV



# 8
The following is a DFT calculation (ωB97M-V with the def2-TZVPD basis set) of a molecular structure, C2H3KMgO2 at a distorted geometry.

Each line ends with the Löwdin charge.
Geometry (Å):
H 0.6684 1.5529 -1.0926  0.23
O 0.3123 2.1530 -0.1490  -0.06
C -0.0145 1.0579 0.5261  -0.23
C 0.3771 -0.0639 -0.2057  -0.35
O -0.2837 -1.2562 -0.1223  -0.66
Mg -0.7480 -2.4386 -1.5778  0.92
K -0.7258 -1.9924 2.1747  0.90
H -1.0004 1.0943 1.0148  0.13
H 1.4146 -0.1071 -0.5682  0.12

Values from the calculation:
Relative energy (zero: lowest compared OMol25 entry of this formula, charge and spin)   50.0 kcal/mol
Total energy   -1028.2037 a.u.
2S+1   2
Charge   +1
Frontier orbital gap (alpha / beta)   7.061 / 6.254 eV
HOMO energy (alpha / beta)   -10.961 / -11.021 eV